No. 1
{
  "formula": "C6H6",
  "method": "ωB97M-V/def2-TZVPD",
  "elements": ["C", "C", "C", "C", "C", "C", "H", "H", "H", "H", "H", "H"],
  "coordinates": [[1.21571, -0.57443, 1.20999], [-1.01496, 0.81476, -1.27376], [-0.18941, 0.18644, -0.17920], [1.03239, -0.66376, -0.23861], [-0.25873, -1.22234, 0.58485], [-0.00114, 0.18930, 1.26839], [-0.55941, 0.34177, 2.16643], [-0.40039, 1.00842, -2.13402], [-1.74375, 0.07985, -1.58156], [1.72938, -0.98320, 2.05594], [1.62719, -0.88844, -1.02325], [-1.43688, 1.71164, -0.85520]],
  "homo_ev": -8.92,
  "gap_ev": 10.1,
  "relative_energy_kj_mol": 550.1,
  "lumo_energy_ev": 1.138
}


No. 2
{
  "formula": "C6H6",
  "method": "ωB97M-V/def2-TZVPD",
  "elements": ["C", "C", "C", "C", "C", "C", "H", "H", "H", "H", "H", "H"],
  "coordinates": [[-0.96208, -0.74474, -0.09890], [1.25725, 0.10312, -1.21987], [-1.60304, 0.60886, 0.23697], [2.55665, 0.48859, -0.84432], [0.24671, -0.44872, -0.85297], [3.05188, 0.10572, 0.19361], [-0.69981, -1.28352, 0.82563], [-1.62848, -1.39481, -0.66726], [-1.63396, 1.22010, -0.66894], [-0.99482, 1.15001, 0.97082], [-2.61390, 0.48995, 0.63041], [3.22830, -0.44451, 1.08540]],
  "homo_ev": -8.87,
  "gap_ev": 9.4,
  "relative_energy_kj_mol": 541.1,
  "lumo_energy_ev": 0.539
}


No. 3
{
  "formula": "C6H6",
  "method": "ωB97M-V/def2-TZVPD",
  "elements": ["C", "C", "C", "C", "C", "C", "H", "H", "H", "H", "H", "H"],
  "coordinates": [[-0.17292, -0.43691, 0.38048], [-1.15776, -0.15737, -0.67464], [-1.90235, 0.25542, -1.52281], [0.18293, 0.87529, 0.95249], [1.05836, -1.17219, -0.17241], [0.43326, 1.98583, 1.34195], [-2.51899, 0.77275, -2.21621], [-0.63857, -1.05096, 1.16230], [0.76887, -2.15410, -0.55766], [0.64098, 2.97748, 1.67790], [1.80433, -1.30096, 0.61630], [1.50185, -0.59429, -0.98770]],
  "homo_ev": -9.93,
  "gap_ev": 11.0,
  "relative_energy_kj_mol": 377.9,
  "lumo_energy_ev": 1.039
}


No. 4
{
  "formula": "C6H6",
  "method": "ωB97M-V/def2-TZVPD",
  "elements": ["C", "C", "C", "C", "C", "C", "H", "H", "H", "H", "H", "H"],
  "coordinates": [[0.40383, -0.32049, 0.22382], [-1.82341, 0.74876, 0.12500], [1.50357, -0.36186, -0.32970], [3.99116, -0.38457, -1.18039], [-1.01894, -0.54174, 0.14154], [2.81300, -0.38117, -0.70400], [-2.87005, 0.50438, -0.05846], [-1.34110, -1.23460, 0.91935], [-1.47106, 1.41781, -0.66677], [2.41512, 0.39660, 1.33228], [-1.08983, -1.05570, -0.82083], [-1.73196, 1.27052, 1.08094]],
  "homo_ev": [-9.79, -9.16],
  "gap_ev": [9.7, 6.0],
  "relative_energy_kj_mol": 959.6,
  "lumo_energy_ev": [-0.114, -3.132]
}